# 1
Formula: C23H18BrIPPt
Source: OMol25
Level of theory: ωB97M-V/def2-TZVPD

The geometry in XYZ format:
```
45
Properties=species:S:1:pos:R:3:forces:R:3
Pt 1.683 -1.265 -0.044 -0.805 -1.317 0.919
C -2.759 -0.468 4.385 -0.008 0.005 0.028
C -2.502 -1.625 3.661 0.016 -0.010 -0.010
C -1.688 -1.568 2.543 -0.031 0.034 -0.014
C -1.136 -0.347 2.146 0.306 -0.819 0.197
C -1.382 0.812 2.880 -0.197 -0.059 -0.022
C -2.207 0.743 3.994 0.006 0.023 -0.020
P -0.140 -0.293 0.659 0.439 2.195 -0.774
C 0.736 1.323 0.750 -0.332 -0.027 0.161
C 1.488 1.630 1.884 0.106 -0.009 0.007
C 2.226 2.801 1.932 0.033 -0.040 -0.012
C 2.227 3.669 0.848 0.004 0.006 -0.001
C 1.484 3.363 -0.283 0.011 -0.009 -0.036
C 0.742 2.191 -0.336 -0.142 0.115 0.003
C -1.201 -0.183 -0.784 -0.360 -0.241 0.312
C -2.456 0.358 -0.841 -0.064 0.149 -0.124
C -3.110 0.423 -2.093 0.080 -0.020 0.061
C -2.515 -0.089 -3.219 0.010 0.007 0.041
C -1.241 -0.706 -3.158 -0.087 -0.027 -0.229
C -0.609 -1.324 -4.273 -0.115 0.057 0.038
C 0.588 -1.955 -4.115 0.038 -0.102 0.255
C 1.222 -1.990 -2.839 0.087 -0.042 -0.217
C 0.683 -1.357 -1.749 0.174 0.147 -0.587
C -0.587 -0.739 -1.917 0.132 -0.021 0.011
H -3.388 -0.512 5.264 -0.001 0.003 -0.024
H -2.930 -2.570 3.970 0.007 0.014 -0.002
H -1.479 -2.469 1.979 0.008 0.005 -0.001
H -0.954 1.758 2.582 -0.006 0.013 0.007
H -2.413 1.642 4.559 0.008 -0.016 -0.001
H 1.510 0.948 2.726 0.006 0.006 -0.006
H 2.811 3.031 2.814 -0.023 0.002 -0.004
H 2.805 4.583 0.885 -0.017 -0.016 0.002
H 1.478 4.039 -1.129 -0.009 -0.006 0.017
H 0.146 1.971 -1.213 0.049 -0.015 -0.026
H -2.936 0.756 0.047 -0.006 -0.030 -0.021
H -4.089 0.878 -2.157 0.009 -0.022 0.001
H -3.026 -0.039 -4.174 -0.010 -0.020 0.039
H -1.109 -1.320 -5.234 0.023 0.031 0.003
H 1.047 -2.461 -4.954 0.021 0.018 0.018
H 2.150 -2.559 -2.747 -0.047 0.057 -0.058
I 5.931 -2.821 -1.927 0.700 -0.204 -0.223
C 4.236 -2.250 -1.223 -0.412 0.187 0.797
H 3.991 -1.189 -1.259 -0.173 -0.066 -0.125
H 3.600 -2.984 -0.733 -0.149 0.060 -0.199
Br 3.072 -1.836 1.894 0.721 0.005 -0.181
```
Forces are in eV/Å.

Calculated values
HOMO-LUMO gap (spin up / spin down) = 3.824 / 3.784 eV
charge = +1
LUMO energy (spin up / spin down) = -6.78 / -6.82 eV
largest force on an atom = 2.37 eV Å⁻¹
multiplicity = 1
HOMO (spin up / spin down) = -10.6 / -10.6 eV
energy relative to the best compared isomer or geometry (same formula, charge and spin) = 3.298 eV

---

# 2
Formula: C45H49BrHfN7OSSi
Source: OMol25
Level of theory: ωB97M-V/def2-TZVPD

The geometry in XYZ format:
```
106
Properties=species:S:1:pos:R:3:forces:R:3
Hf 0.316 -1.585 -0.054 0.135 0.247 0.158
C -4.963 3.060 -0.212 -0.025 -0.093 -0.012
C -5.033 1.566 -0.418 0.021 0.074 0.033
C -6.152 1.016 -1.045 -0.046 0.010 -0.045
C -6.266 -0.346 -1.261 0.013 -0.027 0.003
C -5.252 -1.198 -0.839 -0.042 0.083 -0.011
C -4.133 -0.674 -0.213 -0.038 -0.123 -0.045
C -4.020 0.698 -0.005 -0.005 0.163 -0.075
N -2.837 1.242 0.606 0.019 -0.248 -0.011
C -1.785 1.722 -0.096 0.101 -0.024 -0.221
N -2.059 1.789 -1.525 -0.065 -0.222 0.115
C -1.640 0.805 -2.260 0.053 0.045 0.190
C -0.659 -0.230 -1.885 0.192 -0.192 0.073
C 0.574 0.450 -2.555 -0.008 -0.031 -0.048
C 0.500 0.918 -3.797 -0.024 0.024 -0.113
C -0.770 0.856 -4.600 0.092 -0.090 0.081
C -2.041 0.657 -3.682 0.012 -0.008 -0.232
C -3.287 1.413 -4.098 -0.013 -0.029 0.130
N -0.652 1.992 0.378 -0.066 0.305 0.350
C 0.235 2.913 -0.198 -0.046 0.144 -0.084
C -0.236 4.148 -0.665 -0.032 -0.141 0.039
C 0.640 5.136 -1.081 0.009 -0.033 0.004
C 2.008 4.910 -1.019 -0.011 0.036 -0.037
C 2.476 3.693 -0.553 0.031 -0.050 -0.094
C 1.610 2.683 -0.148 0.033 -0.131 0.056
C 2.178 1.373 0.329 0.117 0.171 -0.222
H -5.792 3.392 0.415 0.021 0.010 -0.020
H -5.058 3.590 -1.164 0.017 -0.011 0.025
H -4.041 3.368 0.278 -0.021 0.011 -0.002
H -6.950 1.678 -1.365 0.052 -0.033 0.016
H -7.147 -0.745 -1.751 0.032 0.022 0.021
H -5.332 -2.267 -0.997 -0.009 0.028 0.007
H -3.335 -1.324 0.120 -0.205 0.170 -0.122
H -2.598 0.986 1.557 0.053 0.017 0.058
H -2.718 2.458 -1.904 -0.025 -0.009 -0.018
H 1.514 0.504 -2.017 -0.030 0.004 -0.022
H 1.380 1.311 -4.296 -0.013 0.017 0.078
H -0.848 1.680 -5.307 -0.034 -0.016 0.003
H -3.514 1.232 -5.144 -0.012 0.007 -0.022
H -3.150 2.493 -3.979 -0.004 -0.035 -0.043
H -4.146 1.095 -3.499 0.020 0.027 -0.018
H -1.303 4.346 -0.636 0.054 0.023 -0.002
H 0.255 6.088 -1.423 0.014 -0.029 0.006
H 2.705 5.682 -1.322 -0.022 -0.032 0.016
H 3.545 3.514 -0.501 -0.022 0.002 -0.008
H 2.865 0.970 -0.417 0.061 -0.016 0.072
H 1.391 0.628 0.494 -0.013 0.257 0.208
H 2.734 1.488 1.262 -0.124 -0.052 0.030
C 4.374 1.315 4.823 0.081 -0.049 0.135
Si 2.495 1.264 4.851 -0.018 0.028 0.038
C 1.919 2.857 4.059 -0.028 0.002 -0.111
C 1.867 1.187 6.608 -0.007 0.019 0.039
C 2.070 -0.366 3.957 -0.027 0.042 -0.169
C 2.882 -1.445 4.186 0.124 0.154 0.066
C 2.689 -2.654 3.500 0.045 -0.291 0.093
C 1.800 -2.662 2.478 -0.511 -0.069 0.037
N 0.938 -1.631 2.192 0.613 0.449 0.466
C 0.942 -0.551 3.083 0.045 -0.318 -0.184
S -0.354 0.529 3.229 -0.148 -0.181 -0.241
H 4.716 2.236 5.306 -0.006 -0.072 -0.032
H 4.762 1.317 3.800 -0.040 0.000 0.042
H 4.838 0.479 5.355 -0.013 0.102 -0.043
H 2.510 3.682 4.473 -0.023 -0.096 -0.032
H 0.867 3.047 4.269 0.016 0.002 -0.016
H 2.043 2.869 2.973 -0.011 0.010 0.052
H 2.279 2.018 7.188 -0.037 -0.038 -0.011
H 2.142 0.256 7.111 -0.002 0.043 -0.041
H 0.778 1.275 6.622 0.039 -0.031 0.007
H 3.707 -1.366 4.890 -0.087 -0.026 -0.053
H 3.294 -3.525 3.704 0.003 0.010 -0.056
H 1.731 -3.531 1.833 0.004 0.041 -0.090
Br -2.069 -0.461 -6.859 0.059 -0.006 0.108
C -1.011 -0.578 -5.205 -0.136 0.144 -0.124
C -1.906 -0.865 -3.994 -0.145 0.002 0.083
C -1.108 -1.429 -2.802 0.126 0.150 0.005
C 0.136 -2.192 -3.132 -0.031 -0.015 0.392
C 0.598 -2.305 -4.492 0.084 -0.128 -0.181
C 0.121 -1.508 -5.457 0.038 -0.033 0.132
N 0.874 -2.448 -2.085 -0.032 0.106 -0.245
C 2.054 -3.123 -2.087 0.380 -0.233 0.057
C 2.944 -2.875 -1.044 -0.402 0.087 -0.516
C 4.134 -3.640 -0.918 0.346 0.138 0.233
C 5.062 -3.286 0.012 -0.120 -0.006 -0.126
C 4.821 -2.158 0.833 0.063 0.026 -0.018
C 3.631 -1.511 0.718 0.076 0.256 0.109
N 2.662 -1.839 -0.176 -0.544 -0.446 -0.089
H -2.823 -1.417 -4.192 0.024 -0.002 -0.015
H -1.782 -2.079 -2.236 -0.083 0.005 0.008
H 1.448 -2.941 -4.707 -0.056 0.025 -0.001
H 0.574 -1.510 -6.440 -0.046 0.002 0.022
H 2.342 -3.769 -2.903 -0.081 -0.028 0.003
H 4.280 -4.478 -1.588 0.002 0.021 0.061
H 5.975 -3.857 0.123 0.000 0.021 -0.013
H 5.545 -1.828 1.564 -0.022 0.006 -0.008
H 3.415 -0.671 1.368 -0.086 -0.099 0.022
N -2.098 -2.225 3.071 0.135 0.403 -0.027
C -1.636 -2.457 1.865 -0.135 -0.080 -0.190
O -1.585 -1.521 0.999 0.439 -0.351 0.187
C -1.181 -3.829 1.463 -0.064 -0.012 -0.195
C -0.425 -3.711 0.132 -0.012 0.157 0.323
H -2.025 -1.248 3.374 -0.116 -0.031 0.072
H -2.045 -2.951 3.767 -0.019 0.005 -0.003
H -2.070 -4.465 1.403 0.007 -0.058 0.007
H -0.562 -4.236 2.264 0.021 0.014 0.016
H -1.125 -3.881 -0.690 0.047 -0.001 -0.135
H 0.344 -4.480 0.052 0.074 0.010 -0.094
```
Forces are in eV/Å.

Calculated values
HOMO-LUMO gap (spin up / spin down) = 5.772 / 5.771 eV
charge = +1
LUMO energy (spin up / spin down) = -3.00 / -3.00 eV
largest force on an atom = 0.89 eV Å⁻¹
multiplicity = 1
HOMO (spin up / spin down) = -8.8 / -8.8 eV
energy relative to the best compared isomer or geometry (same formula, charge and spin) = 4.534 eV

---

# 3
Formula: C11H20I2O4RhRuS2
Source: OMol25
Level of theory: ωB97M-V/def2-TZVPD

The geometry in XYZ format:
```
41
Properties=species:S:1:pos:R:3:forces:R:3
I -0.880 3.189 -2.300 1.673 1.680 0.957
I -2.720 1.756 -3.751 -1.342 -1.093 -1.603
Rh -2.035 -1.537 -1.631 1.222 2.205 -0.422
Ru -0.268 -0.233 -0.151 0.812 -1.581 -2.616
S -2.319 0.559 -0.549 -2.621 0.785 0.663
S -0.200 -0.188 -2.467 0.439 -0.851 -1.185
C -0.184 0.299 1.604 2.179 3.112 12.007
C -3.533 0.567 0.967 -1.271 0.341 0.803
C 1.209 -1.161 -3.288 1.142 0.051 -2.202
C -4.916 0.576 0.335 0.112 -0.015 -0.441
C -3.340 -0.632 1.859 0.374 -0.207 -0.345
C -3.257 1.865 1.703 0.556 0.305 -0.349
C 0.686 -1.473 -4.682 -0.220 0.038 -0.114
C 1.589 -2.416 -2.543 -0.891 0.093 1.203
C 2.376 -0.190 -3.336 -0.128 0.535 0.354
C -3.571 -2.391 -0.995 -6.206 -3.842 2.023
C -1.715 -3.063 -2.659 0.133 -6.360 -4.704
O 0.004 0.555 2.741 -1.214 -1.299 -6.016
O -4.536 -2.987 -0.751 4.249 2.646 -1.044
O -1.671 -4.023 -3.309 -0.029 4.193 2.975
H -5.096 -0.364 -0.197 -0.235 0.178 0.083
H -4.999 1.410 -0.370 -0.250 -0.104 0.179
H -5.683 0.688 1.118 0.269 -0.047 -0.226
H -3.530 -1.555 1.312 -0.093 -0.113 0.294
H -4.052 -0.560 2.694 0.173 -0.061 -0.209
H -2.330 -0.662 2.267 -0.108 -0.132 0.263
H -2.258 1.860 2.148 -0.167 0.154 0.079
H -3.986 2.001 2.516 0.129 -0.154 -0.266
H -3.340 2.717 1.021 -0.064 0.048 0.227
H 1.494 -1.931 -5.271 -0.261 0.131 0.113
H 0.357 -0.550 -5.175 0.141 -0.289 -0.159
H -0.149 -2.181 -4.630 0.166 0.092 -0.240
H 2.409 -2.900 -3.093 -0.188 0.171 -0.044
H 0.746 -3.107 -2.482 0.268 -0.251 -0.026
H 1.932 -2.165 -1.536 0.139 -0.329 -0.240
H 3.206 -0.641 -3.897 -0.262 0.070 0.080
H 2.726 0.023 -2.321 0.113 0.053 -0.234
H 2.082 0.743 -3.828 0.276 -0.086 -0.039
O 1.959 -0.721 0.138 0.143 0.523 0.087
H 2.053 -1.366 0.858 0.638 0.078 0.170
H 2.483 0.083 0.342 0.202 -0.666 0.165
```
Forces are in eV/Å.

Calculated values
HOMO-LUMO gap (spin up / spin down) = 5.840 / 4.580 eV
charge = +4
LUMO energy (spin up / spin down) = -14.49 / -18.55 eV
largest force on an atom = 12.59 eV Å⁻¹
multiplicity = 10
HOMO (spin up / spin down) = -20.3 / -23.1 eV
energy relative to the best compared isomer or geometry (same formula, charge and spin) = 0.231 eV